1.
A structure of composition C28H28Cl2CoN6O3P, computed with wB97M-V/def2-TZVPD.

Kohn-Sham gap (spin up / spin down) in eV: 8.551 / 6.916
2S+1: 5
Charge: +2
⟨S²⟩: 6.02
HOMO (spin up / spin down) in eV: -13.36 / -14.43

Atoms and positions in Å:
Co 0.79842 -0.52782 -0.34970
Cl -4.00419 -1.91104 -1.70291
Cl -2.02139 -3.79736 -0.72245
P -1.60692 1.19197 0.00394
O -0.81547 -1.04583 -1.12589
O -1.06791 -1.21137 -3.32007
O 1.35849 -0.63744 1.66708
N 5.73343 0.78553 -2.62372
N 5.11625 -0.98202 -1.20908
N 1.24381 -2.57616 0.00052
N 7.30676 -0.45400 -1.47920
N 2.70725 -0.54707 -1.24143
N 1.30452 1.70755 -0.33775
C 1.55875 -1.92322 2.29016
C -4.35803 1.09303 0.13342
C 1.29421 -3.45741 -1.00960
C 1.12875 4.14549 0.03493
C -1.59396 0.54770 1.65983
C 2.11263 -5.16021 0.43653
C -1.24143 0.82705 4.02386
C -1.66252 -0.48336 4.23063
C -2.04464 -1.28035 3.15729
C -4.59527 1.70176 -2.58804
C 1.63499 -2.96536 1.20764
C -1.04043 5.18803 0.25227
C 6.03318 -0.21302 -1.77417
C -3.22376 1.26600 -0.66363
C -2.41381 -2.64296 -2.02214
C 3.86200 -0.68408 -1.25900
C 0.52175 2.90735 -0.08487
C 0.34695 5.27955 0.21195
C -1.65369 3.95254 0.13729
C -5.61055 1.24374 -0.43901
C -5.72428 1.54404 -1.79129
C -1.37485 -1.57335 -2.21238
C 1.72347 -4.75356 -0.83318
C -0.86728 2.80454 -0.00174
C -3.33937 1.56558 -2.02741
C 2.07323 -4.25143 1.47781
C -2.00075 -0.77774 1.86536
C -1.20637 1.35189 2.74038
H 1.74654 -5.43069 -1.67478
H 2.47950 -1.90268 2.87412
H -0.89816 2.37776 2.58620
H 4.80087 0.83112 -2.99853
H 0.72055 -2.12756 2.95925
H 8.07020 0.00424 -1.94508
H 0.96983 -0.02955 2.30902
H -2.73190 3.86934 0.17350
H -0.96046 1.44787 4.86372
H 2.37956 -4.52374 2.47887
H -6.70625 1.65268 -2.23253
H -4.26895 0.84598 1.18350
H -6.49834 1.12350 0.16616
H 6.44689 1.31317 -3.09822
H -2.45800 1.66433 -2.65055
H -1.70042 -0.87742 5.23749
H -2.50628 -3.20555 -2.94487
H 1.56884 1.68332 -1.32144
H 2.17764 1.72810 0.18260
H 0.98568 -3.08903 -1.97950
H -4.69578 1.92128 -3.64157
H -2.28609 -1.40096 1.02640
H 7.51072 -1.21329 -0.85053
H 2.20625 4.23148 -0.02805
H 0.82404 6.24597 0.29944
H 2.45274 -6.17190 0.61210
H -1.63898 6.07958 0.37564
H -2.38221 -2.29452 3.32541

2.
A structure of composition C28H28Cl4N8O2RuS3, computed with wB97M-V/def2-TZVPD.

Kohn-Sham gap (spin up / spin down) in eV: 6.683 / 5.366
2S+1: 2
Charge: +1
⟨S²⟩: 0.77
HOMO (spin up / spin down) in eV: -10.03 / -10.03

Atoms and positions in Å:
Ru -0.22752 -0.26590 -0.55074
Cl -2.31519 6.21755 -0.01097
Cl -4.95284 4.67189 -0.47019
Cl -4.90719 1.50707 -0.76863
Cl 0.43076 4.65190 0.25680
S -0.30598 0.25649 -2.93395
S 0.98498 -3.16561 -3.51841
S -0.58961 1.15772 5.81114
O -2.14761 0.46744 -0.58026
O 0.03373 1.74898 -0.17341
N -1.61116 -2.65413 -3.41066
N 3.96122 -5.20057 2.61765
N 1.76301 1.93551 -2.56804
N -0.15533 2.80982 -3.56418
N -0.69298 -2.88963 -5.53283
N 0.97479 -2.04577 -0.53753
N 2.56494 -1.42629 7.87305
N -0.29781 -0.41067 1.53492
C 0.01356 4.26056 -3.44342
C 1.90071 0.65438 6.87722
C 3.10447 -2.65802 0.36489
C -1.02994 2.44796 -0.21862
C 1.33398 -1.88362 7.63732
C 0.80551 -0.07027 2.22303
C 2.52073 -3.69499 1.06548
C -1.63760 -2.10571 -6.31885
C -0.44987 0.52964 4.15869
C 2.29156 -1.86073 -0.42606
C -2.25521 1.72788 -0.45413
C -2.25560 4.51745 -0.15313
C 0.77534 0.39859 3.51656
C -1.06227 3.85958 -0.05457
C -3.49147 2.43500 -0.51787
C 3.32575 -4.53961 1.92802
C 0.51363 1.80294 -2.99221
C -3.49216 3.79221 -0.38257
C 0.63423 0.15137 6.62080
C -1.59532 0.17790 3.45766
C -1.48006 -0.27858 2.15953
C 2.74648 2.97789 -2.84108
C 2.82376 -0.17350 7.50160
C 0.33625 -1.14207 7.02267
C -0.52348 -2.88618 -4.18969
C 1.15782 -3.92669 0.92943
C 0.42901 -3.08155 0.12393
C -3.02572 -2.67118 -3.74836
H -2.47796 -2.69422 -6.68495
H -0.64875 -1.56071 6.86560
H 0.67577 -4.74808 1.43921
H 2.83081 3.69196 -2.02231
H -3.57124 -3.10972 -2.91419
H 2.71703 -1.07943 -1.04256
H -0.94913 4.68428 -3.16167
H -2.57162 0.25648 3.91584
H 0.14833 -3.18356 -6.00215
H 2.49689 3.49910 -3.75849
H -2.35519 -0.56770 1.59509
H -1.04750 2.50622 -3.92346
H 0.71759 4.50393 -2.65767
H -1.37926 -2.43806 -2.45634
H 3.70913 2.49368 -2.98990
H -1.10397 -1.70388 -7.17826
H 2.08707 1.13146 -2.05568
H 4.16828 -2.47626 0.41500
H 3.82222 0.19222 7.71233
H -0.62961 -3.25051 -0.02642
H -3.42881 -1.67527 -3.93840
H 0.33634 4.71073 -4.38071
H -3.19615 -3.30251 -4.61362
H 1.13276 -2.89855 7.95992
H 1.74610 -0.17755 1.69894
H 2.15991 1.67110 6.61298
H 1.69838 0.66175 4.01473
H -2.01171 -1.26335 -5.74285

no.,DFT total energy (eV)
1,-116522.592
2,-130677.597